Record 1
Molecular formula: C50H123N6O8
Method: DFT, ωB97M-V/def2-TZVPD

Geometry (Å):
C1 -0.338 4.685 -5.964
C2 0.015 4.967 -4.387
N1 0.712 6.328 -4.079
C3 2.101 6.314 -4.629
C4 -0.154 7.415 -4.792
C5 -1.680 7.419 -4.469
C6 0.727 6.620 -2.515
C7 1.727 5.839 -1.670
O1 1.580 4.405 -1.778
C8 2.529 3.602 -1.228
H1 0.377 5.123 -6.661
H2 -1.358 4.933 -6.257
H3 -0.136 3.617 -6.044
H4 0.805 4.244 -4.183
H5 -0.821 4.766 -3.718
H6 2.701 7.193 -4.391
H7 1.947 6.325 -5.708
H8 2.599 5.446 -4.197
H9 0.040 7.055 -5.803
H10 0.346 8.384 -4.782
H11 -2.198 7.893 -5.303
H12 -1.934 7.957 -3.556
H13 -2.045 6.397 -4.367
H14 -0.313 6.568 -2.194
H15 1.041 7.664 -2.490
H16 1.612 6.157 -0.634
H17 2.762 6.104 -1.881
H18 3.445 3.695 -1.812
H19 2.265 2.565 -1.435
H20 2.656 3.802 -0.164
C9 0.614 -3.314 9.169
C10 -0.349 -2.574 8.253
N2 -1.266 -3.540 7.462
C11 -0.533 -4.385 6.362
C12 -1.946 -4.679 8.270
C13 -2.874 -4.370 9.526
C14 -2.353 -2.647 6.791
C15 -1.798 -1.702 5.674
O2 -1.732 -2.400 4.444
C16 -1.546 -1.611 3.292
H21 0.173 -3.997 9.896
H22 1.328 -2.648 9.653
H23 1.255 -3.878 8.492
H24 0.182 -1.973 7.514
H25 -1.000 -1.917 8.831
H26 0.198 -4.866 7.011
H27 -0.007 -3.679 5.718
H28 -1.209 -5.050 5.826
H29 -1.158 -5.335 8.641
H30 -2.491 -5.287 7.548
H31 -3.063 -5.289 10.080
H32 -3.779 -3.830 9.250
H33 -2.344 -3.746 10.245
H34 -2.946 -2.055 7.488
H35 -3.046 -3.380 6.379
H36 -0.818 -1.338 5.984
H37 -2.307 -0.755 5.497
H38 -1.664 -2.309 2.463
H39 -0.523 -1.234 3.276
H40 -2.325 -0.852 3.220
C17 5.475 1.665 4.249
C18 4.071 2.262 4.013
N3 3.074 1.351 3.257
C19 1.944 2.305 2.719
C20 3.641 0.588 2.046
C21 4.401 -0.808 2.202
C22 2.399 0.362 4.221
C23 1.488 0.786 5.347
O3 0.209 1.327 5.001
C24 -0.635 1.952 5.951
H41 5.943 1.543 3.272
H42 5.478 0.819 4.936
H43 6.068 2.363 4.840
H44 4.158 3.294 3.674
H45 3.561 2.490 4.949
H46 2.513 3.032 2.139
H47 1.459 2.777 3.574
H48 1.280 1.727 2.076
H49 4.128 1.410 1.522
H50 2.820 0.286 1.397
H51 5.134 -0.844 3.008
H52 4.879 -1.102 1.267
H53 3.715 -1.655 2.233
H54 3.255 -0.252 4.501
H55 1.703 -0.305 3.712
H56 2.090 1.334 6.071
H57 1.297 -0.100 5.952
H58 -0.859 2.976 5.653
H59 -0.278 1.884 6.979
H60 -1.589 1.424 5.966
C25 -6.313 1.724 -8.191
C26 -6.974 2.756 -7.243
N4 -6.026 3.376 -6.202
C27 -4.884 4.174 -6.898
C28 -6.753 4.505 -5.341
C29 -8.035 3.940 -4.588
C30 -5.376 2.307 -5.253
C31 -4.394 2.743 -4.220
O4 -4.902 3.636 -3.223
C32 -3.943 3.653 -2.163
H61 -5.635 2.153 -8.929
H62 -7.037 1.200 -8.815
H63 -5.803 0.895 -7.702
H64 -7.792 2.264 -6.716
H65 -7.452 3.571 -7.787
H66 -4.212 3.383 -7.230
H67 -4.203 4.707 -6.235
H68 -5.339 4.773 -7.687
H69 -7.106 5.277 -6.025
H70 -5.986 4.933 -4.696
H71 -8.520 4.782 -4.094
H72 -7.828 3.217 -3.800
H73 -8.743 3.497 -5.287
H74 -4.849 1.711 -5.997
H75 -6.061 1.634 -4.737
H76 -3.478 3.150 -4.647
H77 -4.089 1.845 -3.684
H78 -3.080 4.264 -2.427
H79 -3.681 2.658 -1.805
H80 -4.475 4.003 -1.279
C33 3.926 -2.692 -5.640
C34 3.648 -1.192 -5.233
N5 2.565 -0.945 -4.114
C35 2.504 0.545 -3.737
C36 1.239 -1.297 -4.738
C37 -0.014 -1.035 -3.851
C38 2.771 -1.848 -2.807
C39 3.878 -1.439 -1.842
O5 5.157 -1.195 -2.497
C40 6.179 -0.757 -1.559
H81 3.510 -3.426 -4.950
H82 5.015 -2.708 -5.682
H83 3.435 -2.854 -6.600
H84 3.261 -0.559 -6.031
H85 4.553 -0.724 -4.845
H86 2.008 1.110 -4.526
H87 3.498 0.869 -3.428
H88 1.861 0.669 -2.865
H89 1.364 -2.372 -4.868
H90 0.976 -0.734 -5.634
H91 0.033 -1.628 -2.937
H92 -0.890 -1.365 -4.409
H93 -0.167 -0.021 -3.482
H94 3.117 -2.817 -3.166
H95 1.798 -1.868 -2.316
H96 4.069 -2.205 -1.090
H97 3.500 -0.526 -1.382
H98 7.072 -0.565 -2.154
H99 6.452 -1.485 -0.795
H100 6.054 0.235 -1.126
C41 -0.681 -4.063 -0.241
C42 0.102 -5.437 0.044
N6 0.242 -5.911 1.483
C43 -1.083 -5.845 2.263
C44 0.764 -7.444 1.449
C45 2.011 -7.628 0.512
C46 1.383 -4.980 2.154
C47 2.016 -5.705 3.435
O6 1.063 -5.845 4.510
C48 1.352 -6.996 5.316
H101 -1.734 -4.333 -0.322
H102 -0.468 -3.686 -1.241
H103 -0.577 -3.308 0.538
H104 1.092 -5.467 -0.412
H105 -0.425 -6.249 -0.456
H106 -1.837 -6.403 1.707
H107 -1.574 -4.874 2.328
H108 -0.832 -6.259 3.239
H109 0.004 -7.958 0.860
H110 0.758 -7.812 2.475
H111 1.632 -7.765 -0.501
H112 2.558 -8.504 0.861
H113 2.664 -6.759 0.592
H114 0.948 -3.997 2.337
H115 2.206 -4.753 1.477
H116 2.874 -5.278 3.956
H117 2.558 -6.602 3.137
H118 1.418 -7.902 4.715
H119 0.429 -7.239 5.843
H120 2.250 -6.894 5.924
C49 -1.028 1.426 -0.907
C50 -0.315 0.188 -0.319
O7 -0.995 -0.762 0.176
O8 0.940 0.173 -0.470
H121 -1.460 2.054 -0.128
H122 -1.842 1.130 -1.568
H123 -0.314 2.047 -1.447

Values from the calculation:
E   -79119.8841 eV
Total charge   +4
HOMO energy (spin up / spin down)   -8.40 / -14.65 eV
Molecular weight   936.568 g/mol
2S+1   2
Max |F|   3.5 eV/A

Record 2
Molecular formula: C50H126N2O28
Method: DFT, ωB97M-V/def2-TZVPD

Geometry (Å):
C1 1.905 -2.063 3.337
N1 2.448 -3.358 3.917
O1 3.534 -3.745 3.649
O2 1.709 -3.934 4.741
H1 1.212 -2.388 2.561
H2 2.841 -1.669 2.941
H3 1.362 -1.499 4.096
C2 -0.971 0.944 6.525
N2 -1.162 1.263 5.075
O3 -2.237 0.958 4.542
O4 -0.224 1.743 4.433
H4 -1.803 1.466 6.997
H5 -0.009 1.310 6.884
H6 -1.072 -0.140 6.576
C3 3.652 3.968 1.979
O5 4.765 3.664 1.233
C4 5.683 2.735 1.817
C5 6.751 2.317 0.800
O6 7.774 3.292 0.542
C6 7.384 4.145 -0.527
H7 3.010 3.141 2.284
H8 3.117 4.755 1.448
H9 3.952 4.392 2.938
H10 5.116 1.890 2.207
H11 6.231 3.273 2.591
H12 6.351 1.837 -0.093
H13 7.263 1.470 1.256
H14 8.055 4.989 -0.690
H15 6.402 4.561 -0.303
H16 7.215 3.667 -1.492
C7 4.914 -0.787 -1.900
O7 5.629 -0.531 -0.716
C8 5.003 -0.940 0.490
C9 4.815 -2.429 0.595
O8 3.641 -2.801 -0.123
C10 3.515 -4.206 0.004
H17 5.518 -0.366 -2.703
H18 3.952 -0.294 -2.037
H19 4.633 -1.832 -2.034
H20 4.063 -0.421 0.672
H21 5.701 -0.670 1.282
H22 4.822 -2.818 1.613
H23 5.661 -2.909 0.103
H24 4.332 -4.690 -0.531
H25 2.585 -4.573 -0.428
H26 3.444 -4.562 1.032
C11 1.089 -3.548 -2.412
O9 0.119 -2.716 -2.958
C12 0.388 -1.990 -4.212
C13 0.507 -2.953 -5.393
O10 -0.676 -3.755 -5.586
C14 -1.647 -3.273 -6.473
H27 0.627 -3.787 -1.454
H28 1.986 -2.983 -2.155
H29 1.380 -4.468 -2.919
H30 1.269 -1.383 -4.000
H31 -0.469 -1.379 -4.494
H32 1.394 -3.586 -5.362
H33 0.711 -2.284 -6.229
H34 -2.055 -2.276 -6.305
H35 -2.546 -3.889 -6.468
H36 -1.136 -3.235 -7.435
C15 -0.317 4.809 2.774
O11 -1.610 4.757 2.166
C16 -1.937 3.317 2.004
C17 -3.439 3.181 1.771
O12 -3.821 3.815 0.624
C18 -5.178 4.238 0.524
H37 0.435 4.362 2.124
H38 -0.326 4.283 3.729
H39 0.072 5.819 2.904
H40 -1.652 2.807 2.924
H41 -1.390 2.919 1.150
H42 -3.937 3.598 2.646
H43 -3.626 2.112 1.664
H44 -5.375 5.083 1.184
H45 -5.839 3.451 0.887
H46 -5.407 4.518 -0.504
C19 -1.781 1.242 -4.404
O13 -1.308 0.795 -5.750
C20 0.028 1.109 -6.077
C21 0.163 0.979 -7.565
O14 0.106 -0.438 -7.892
C22 0.242 -0.628 -9.243
H47 -0.973 1.179 -3.675
H48 -2.614 0.579 -4.173
H49 -2.196 2.232 -4.595
H50 0.642 0.384 -5.542
H51 0.325 2.065 -5.646
H52 1.035 1.526 -7.924
H53 -0.728 1.402 -8.031
H54 1.193 -0.264 -9.632
H55 -0.562 -0.124 -9.780
H56 0.289 -1.706 -9.396
C23 5.629 7.239 -2.435
O15 5.078 6.020 -2.883
C24 4.110 5.353 -2.050
C25 4.005 3.851 -2.468
O16 3.853 3.622 -3.854
C26 3.565 2.177 -3.978
H57 6.464 7.094 -1.750
H58 4.782 7.809 -2.052
H59 6.003 7.850 -3.257
H60 3.110 5.779 -2.137
H61 4.515 5.401 -1.039
H62 3.121 3.407 -2.011
H63 4.863 3.303 -2.079
H64 3.361 1.899 -5.012
H65 2.814 1.755 -3.311
H66 4.472 1.605 -3.779
C27 -2.568 -8.469 3.741
O17 -3.139 -7.249 3.368
C28 -3.973 -7.382 2.236
C29 -4.529 -5.995 1.884
O18 -3.455 -5.244 1.320
C30 -3.629 -3.864 1.443
H67 -3.292 -9.281 3.812
H68 -2.033 -8.407 4.689
H69 -1.809 -8.702 2.994
H70 -4.831 -8.025 2.428
H71 -3.524 -7.859 1.365
H72 -4.948 -5.542 2.782
H73 -5.328 -6.012 1.143
H74 -2.961 -3.432 0.699
H75 -3.369 -3.511 2.441
H76 -4.640 -3.473 1.322
C31 1.580 -8.681 4.796
O19 0.870 -8.257 3.637
C32 1.406 -7.025 3.125
C33 0.261 -6.253 2.595
O20 0.717 -5.173 1.835
C34 -0.293 -4.389 1.203
H77 1.410 -8.015 5.642
H78 2.666 -8.742 4.724
H79 1.266 -9.659 5.160
H80 2.112 -7.085 2.296
H81 1.782 -6.416 3.948
H82 -0.358 -5.859 3.401
H83 -0.328 -6.902 1.947
H84 0.257 -3.534 0.809
H85 -0.971 -3.897 1.900
H86 -0.800 -4.811 0.335
C35 1.968 1.734 -0.083
O21 1.309 1.247 -1.273
C36 0.856 -0.063 -1.204
C37 -0.408 -0.214 -0.382
O22 -0.277 -0.100 0.967
C38 -1.328 -0.573 1.810
H87 1.268 1.724 0.753
H88 2.158 2.805 -0.150
H89 2.871 1.148 0.087
H90 1.600 -0.776 -0.850
H91 0.466 -0.347 -2.181
H92 -1.024 -1.066 -0.667
H93 -1.138 0.551 -0.644
H94 -2.338 -0.351 1.464
H95 -1.081 -0.080 2.750
H96 -1.201 -1.632 2.037
C39 -5.808 4.516 6.965
O23 -5.617 3.786 5.750
C40 -5.955 2.427 5.914
C41 -5.703 1.585 4.619
O24 -5.987 0.141 4.734
C42 -5.727 -0.457 3.510
H97 -5.260 5.456 7.028
H98 -5.407 3.937 7.797
H99 -6.876 4.657 7.132
H100 -6.981 2.283 6.254
H101 -5.365 2.006 6.729
H102 -4.660 1.735 4.341
H103 -6.250 1.984 3.764
H104 -5.783 -1.537 3.643
H105 -4.683 -0.337 3.219
H106 -6.411 -0.184 2.706
C43 0.234 4.556 -3.541
O25 -0.874 4.944 -2.721
C44 -0.594 5.109 -1.374
C45 0.256 6.324 -1.178
O26 1.274 6.092 -0.136
C46 2.011 7.220 0.260
H107 1.052 5.273 -3.599
H108 -0.099 4.276 -4.541
H109 0.657 3.676 -3.056
H110 0.002 4.260 -1.039
H111 -1.516 5.152 -0.794
H112 -0.456 7.102 -0.902
H113 0.775 6.741 -2.041
H114 1.454 8.062 0.672
H115 2.769 7.475 -0.480
H116 2.634 6.855 1.077
C47 -4.101 -4.473 -2.575
O27 -4.428 -3.194 -2.083
C48 -3.382 -2.312 -2.091
C49 -3.989 -0.900 -1.866
O28 -4.386 -0.711 -0.449
C50 -5.328 0.256 -0.276
H117 -3.319 -5.007 -2.034
H118 -3.923 -4.463 -3.650
H119 -4.999 -5.077 -2.447
H120 -2.830 -2.309 -3.031
H121 -2.642 -2.671 -1.377
H122 -4.832 -0.883 -2.557
H123 -3.287 -0.088 -2.058
H124 -6.362 0.093 -0.580
H125 -4.911 1.127 -0.781
H126 -5.319 0.410 0.803

Values from the calculation:
E   -114170.6592 eV
Total charge   +1
HOMO energy (spin up / spin down)   -11.00 / -11.00 eV
Molecular weight   1203.544 g/mol
2S+1   2
Max |F|   4.2 eV/A